# 1
Molecular formula: C6H16N3
Method: DFT, ωB97M-V with the def2-TZVPD basis set

For the HOMO energy (spin up / spin down), the calculation gives -12.72 / -12.72 eV. As for the total energy: -10941.5419 eV. As for the total charge: +1. For the energy above the lowest of the compared OMol25 structures with the same formula, charge and spin, the calculation gives 76.3 kcal per mole. The value obtained for the HOMO-LUMO gap (spin up / spin down) is 8.3 / 8.2 eV. The LUMO energy (spin up / spin down) comes out at -0.16414 / -0.16424 Ha.

Each line ends with the Löwdin charge.
Element x y z (Å)
C  3.15  0.46  0.35  -0.0416
C  2.66  -0.60  -0.55  -0.1018
C  1.71  0.54  -0.23  -0.3814
C  -2.39  1.56  -0.33  -0.0591
C  -0.52  -1.60  -0.62  -0.0160
C  -1.64  -0.68  1.32  -0.0211
N  0.77  0.35  0.74  0.1745
N  -1.64  0.42  -0.79  -0.0419
N  -0.97  -0.40  0.07  -0.2763
H  3.21  0.24  1.41  0.1128
H  3.82  1.23  0.01  0.1146
H  3.04  -0.64  -1.56  0.1146
H  2.45  -1.56  -0.10  0.1072
H  1.58  1.30  -0.99  0.1454
H  -3.23  1.23  0.28  0.0897
H  -1.79  2.28  0.24  0.0886
H  -2.79  2.06  -1.20  0.1024
H  -1.37  -2.18  -0.99  0.1167
H  0.12  -1.34  -1.46  0.0984
H  0.05  -2.21  0.07  0.1043
H  -1.83  0.24  1.88  0.0978
H  -2.59  -1.19  1.14  0.1206
H  -1.00  -1.32  1.92  0.1074
H  0.35  1.23  1.05  0.0992
H  -1.14  0.57  -1.66  0.1452

# 2
Molecular formula: C6H16N3
Method: DFT, ωB97M-V with the def2-TZVPD basis set

For the HOMO energy (spin up / spin down), the calculation gives -9.79 / -14.77 eV. As for the expectation value of S²: 2.007. As for the total energy: -10938.5610 eV. As for the total charge: +1. For the energy above the lowest of the compared OMol25 structures with the same formula, charge and spin, the calculation gives 25.8 kcal per mole. The spin multiplicity is 3. The value obtained for the HOMO-LUMO gap (spin up / spin down) is 7.2 / 7.7 eV. The LUMO energy (spin up / spin down) comes out at -0.09354 / -0.25839 Ha.

Each line ends with the Löwdin charge.
Element x y z (Å)
C  1.63  -1.21  0.16  -0.1913
C  -1.29  -1.91  -0.31  -0.0148
C  -1.24  -0.03  1.29  -0.0203
C  -1.47  0.44  -1.20  -0.0159
C  1.38  2.12  0.36  -0.0444
C  -0.81  -0.43  -0.09  -0.4972
N  2.87  -1.06  0.01  0.1235
N  0.64  -0.14  -0.22  0.0368
N  1.17  1.07  -0.67  -0.0119
H  1.30  -2.23  0.45  0.1277
H  -0.94  -2.38  -1.21  0.0876
H  -0.79  -2.64  0.30  0.0748
H  -2.31  -2.05  -0.27  0.0719
H  -1.04  0.98  1.33  0.0413
H  -0.55  -0.66  2.07  0.1595
H  -2.28  -0.06  1.64  0.1152
H  -2.49  0.44  -1.09  0.0762
H  -1.21  1.41  -1.23  0.0370
H  -1.43  0.12  -2.26  0.1231
H  1.49  1.58  1.43  0.1461
H  2.30  2.48  0.03  0.0469
H  0.64  3.05  0.47  0.1379
H  3.32  -1.93  0.17  0.1281
H  0.69  1.33  -1.52  0.1305
H  3.13  -0.09  -0.22  0.1316

# 3
Molecular formula: C6H16N3O4S2
Method: DFT, ωB97M-V with the def2-TZVPD basis set

For the HOMO energy, the calculation gives -13.17 eV. As for the total energy: -40802.6045 eV. As for the total charge: +1. For the energy above the lowest of the compared OMol25 structures with the same formula, charge and spin, the calculation gives 0.0 kcal per mole. The value obtained for the HOMO-LUMO gap is 9.9 eV. The LUMO energy comes out at -0.12211 Ha.

Each line ends with the Löwdin charge.
Element x y z (Å)
C  0.17  0.45  -1.37  -0.2060
C  0.94  0.58  0.96  -0.1529
C  1.56  0.19  -1.82  -0.1024
C  2.41  0.36  0.51  -0.1286
C  -2.09  -2.80  0.62  -0.1350
C  -1.35  0.00  0.41  -0.3100
N  0.06  -0.06  -0.02  -0.1311
N  -3.48  1.70  0.77  -0.0671
N  2.56  0.83  -0.90  0.0244
O  -3.68  -0.91  0.28  -0.3178
O  -2.27  -1.68  -1.66  -0.2886
O  -1.20  2.72  0.35  -0.2951
O  -2.42  1.59  -1.52  -0.2894
S  -2.43  -1.31  -0.25  0.6791
S  -2.14  1.71  -0.10  0.6410
H  0.03  1.53  -1.39  0.1152
H  -0.54  0.00  -2.03  0.1207
H  0.97  0.21  2.04  0.1638
H  0.80  1.74  1.00  0.1454
H  1.79  -0.90  -1.72  0.1603
H  1.82  0.64  -2.81  0.1627
H  3.19  0.82  1.19  0.1535
H  2.68  -0.77  0.48  0.1643
H  -2.26  -3.71  0.00  0.1051
H  -1.11  -2.98  1.08  0.0789
H  -2.62  -2.95  1.51  0.0535
H  -1.52  -0.30  1.36  0.0799
H  -4.16  2.33  0.44  0.0796
H  -3.94  0.76  0.50  0.0732
H  3.48  0.56  -1.30  0.1973
H  2.26  1.88  -0.86  0.2260

# 4
Molecular formula: C6H16N3Pt
Method: DFT, ωB97M-V with the def2-TZVPD basis set

For the HOMO energy (spin up / spin down), the calculation gives 0.73 / -4.66 eV. As for the expectation value of S²: 2.004. As for the total energy: -14193.6858 eV. As for the total charge: -1. The spin multiplicity is 3. The value obtained for the HOMO-LUMO gap (spin up / spin down) is 2.0 / 7.8 eV. The LUMO energy (spin up / spin down) comes out at 0.10112 / 0.11374 Ha.

Each line ends with the Löwdin charge.
Element x y z (Å)
C  0.48  0.46  -2.33  -0.3587
Pt  0.02  -0.06  -0.36  0.0264
N  -0.41  -0.08  1.72  -0.1203
H  -1.44  0.60  -0.59  -0.0977
H  -0.72  -1.00  2.04  0.0246
H  0.36  1.26  -1.28  -0.0287
H  -0.32  0.76  -3.00  0.0075
H  0.47  -0.65  -2.23  -0.0165
H  1.47  0.74  -2.69  0.0040
H  0.42  0.15  2.27  0.0263
H  -1.13  0.58  2.00  0.0174
C  1.89  -5.02  1.02  -0.1582
C  1.97  -3.57  0.79  -0.3373
C  3.02  -2.66  0.95  -0.0093
C  2.55  -1.40  0.60  -0.3498
N  1.26  -1.54  0.21  -0.1828
N  0.93  -2.85  0.35  0.0550
C  3.20  -0.07  0.67  -0.0617
H  2.60  -5.56  0.38  0.0671
H  2.15  -5.26  2.06  0.0663
H  0.88  -5.41  0.83  0.0360
H  4.02  -2.89  1.30  0.0945
H  0.01  -3.22  0.12  0.0866
H  3.55  0.13  1.69  0.0774
H  4.07  -0.03  0.01  0.0797
H  2.51  0.74  0.37  0.0521

# 5
Molecular formula: C6H16N4O2
Method: DFT, ωB97M-V with the def2-TZVPD basis set

For the HOMO energy, the calculation gives -9.07 eV. As for the total energy: -16517.2840 eV. For the energy above the lowest of the compared OMol25 structures with the same formula, charge and spin, the calculation gives 393.1 kcal per mole. The value obtained for the HOMO-LUMO gap is 8.1 eV. The LUMO energy comes out at -0.03638 Ha.

Each line ends with the Löwdin charge.
Element x y z (Å)
C  -0.50  -0.21  -2.99  -0.1468
C  -1.52  -0.71  -1.78  -0.2892
C  -0.53  -1.59  -0.94  -0.2936
C  1.23  0.14  0.35  -0.1083
C  1.24  1.70  0.47  -0.2525
C  0.86  2.09  1.74  -0.2826
H  -0.36  -1.68  -3.74  0.1868
H  -1.22  0.51  -3.61  0.0381
H  1.17  0.15  -2.54  0.2111
H  -2.25  -1.51  -2.31  0.1272
H  -2.02  0.03  -0.97  0.1236
H  0.32  -2.07  -1.48  0.1047
H  -1.06  -2.34  -0.40  0.0863
H  1.80  -0.16  -0.58  0.0940
H  2.02  -0.31  0.78  0.0416
H  2.19  1.94  0.36  0.0803
H  0.48  1.66  -0.35  0.1039
H  1.33  3.01  2.20  0.1146
H  1.24  1.39  2.51  0.1148
H  -0.98  2.42  0.49  0.1903
H  -1.28  1.50  2.17  -0.0306
H  -2.22  -0.32  1.71  0.2571
N  -0.03  -0.86  0.25  -0.1515
N  -0.77  2.36  1.86  -0.0303
N  -0.44  -1.74  1.24  -0.1145
N  0.78  -2.31  2.06  0.1199
O  -1.11  -0.71  2.35  -0.2392
O  1.63  -2.38  1.14  -0.0553

# 6
Molecular formula: C6H16NO
Method: DFT, ωB97M-V with the def2-TZVPD basis set

For the HOMO energy, the calculation gives -12.79 eV. As for the total energy: -10011.2016 eV. As for the total charge: +1. For the energy above the lowest of the compared OMol25 structures with the same formula, charge and spin, the calculation gives 48.7 kcal per mole. The value obtained for the HOMO-LUMO gap is 9.5 eV. The LUMO energy comes out at -0.12038 Ha.

Each line ends with the Löwdin charge.
Element x y z (Å)
C  -2.07  -0.22  0.64  -0.1398
C  -1.71  0.22  -0.84  -0.2064
C  -0.50  -0.36  -1.42  -0.2580
C  2.21  2.07  0.04  -0.0850
C  0.93  1.23  -0.10  -0.1737
C  0.77  0.34  -1.08  -0.1528
N  -1.37  -1.51  1.03  0.1494
H  -1.87  0.60  1.42  0.1406
H  -3.20  -0.36  0.70  0.1446
H  -2.55  -0.04  -1.50  0.1161
H  -1.69  1.38  -0.89  0.1618
H  -0.25  -1.54  -1.24  0.1574
H  -0.56  -0.44  -2.59  0.1585
H  2.00  3.09  0.45  0.0952
H  2.97  1.75  0.72  0.0569
H  2.74  2.18  -0.93  0.0937
H  0.21  1.53  0.61  0.0869
H  1.54  0.16  -1.80  0.1154
H  -1.83  -2.28  0.58  0.1436
H  -1.54  -1.67  2.10  0.2187
H  -0.33  -1.38  0.80  0.1130
H  1.91  -1.77  0.51  0.0486
H  1.98  -0.39  1.05  0.0413
O  1.53  -1.24  1.18  -0.0262

In order of appearance, molecular weight = 130.2 130.2 258.3 325.3 176.2 118.2 g/mol.